17
Properties=species:S:1:pos:R:3:forces:R:3 method="wB97M-V/def2-TZVPD" e_homo_ev=-2.1 gap_ev=6.1 charge=-1 e_above_lowest_kj_mol=555.3 e_lumo_ha=0.1479 mol_weight_da=100.14
C -0.331 1.877 -2.976 -0.9543 -0.1468 1.4835
C -0.372 1.568 -1.511 -0.0653 -1.7101 -1.2876
N -0.912 0.243 -0.934 2.2423 3.0679 -0.6904
C 0.319 -0.632 -0.855 -1.0122 1.3193 -2.4502
O 0.437 -1.437 0.370 0.3792 2.2951 0.8812
C 0.546 -0.611 1.581 -1.1707 -0.0892 1.5989
C -0.394 -1.378 2.733 0.2653 0.3889 -1.3917
H 0.659 1.995 -3.614 -2.1141 1.1280 1.7603
H -1.385 2.005 -3.506 2.4325 -1.7049 0.6466
H 0.068 2.416 -0.795 0.2551 -2.1013 -1.1322
H 1.267 0.046 -1.082 -1.2314 -1.5880 0.7990
H 0.232 -1.410 -1.754 0.5139 1.0249 2.0487
H 1.634 -0.506 2.013 -1.7251 -0.4417 -1.1092
H 0.104 0.468 1.492 0.7642 -2.0762 -0.4818
H 0.074 -2.445 2.853 -1.1346 1.9884 0.1328
H -1.466 -1.439 2.261 2.0999 -0.0703 0.9278
H -0.480 -0.761 3.724 0.4553 -1.2840 -1.7357



17
Properties=species:S:1:pos:R:3:forces:R:3 method="wB97M-V/def2-TZVPD" e_homo_ev=-2.5 gap_ev=6.5 charge=-1 e_above_lowest_kj_mol=80.3 e_lumo_ha=0.1475 mol_weight_da=100.14
C 0.147 2.017 -1.704 0.9430 0.5978 0.6842
C 0.583 0.833 -1.267 -1.5761 -0.6431 0.2520
C 0.807 0.585 0.202 -0.2837 0.5651 -0.1231
C 0.124 -0.608 0.854 -0.4486 0.1066 0.6174
N 0.789 -1.869 0.480 -0.3904 -0.2216 -0.0794
C -1.411 -0.698 0.639 0.0376 -0.2193 -0.9558
O -1.929 -1.817 1.161 -0.0338 0.0636 0.0291
H -0.105 2.743 -0.932 0.3474 0.2610 -0.0558
H 0.246 2.449 -2.689 -0.6805 -0.6249 -0.4634
H 0.456 -0.061 -1.876 1.0838 0.1185 -0.4069
H 1.878 0.481 0.368 0.2772 -0.0061 -0.0537
H 0.515 1.530 0.673 -0.0113 -0.1287 0.3635
H 0.135 -0.485 1.945 0.5606 0.0990 0.0395
H -0.004 -2.493 0.297 -0.0354 0.0252 -0.0155
H 1.165 -2.285 1.326 0.1578 0.1178 -0.0790
H -1.558 -0.596 -0.482 -0.0421 -0.1364 0.0426
H -1.838 0.273 1.008 0.0945 0.0256 0.2042



17
Properties=species:S:1:pos:R:3:forces:R:3 method="wB97M-V/def2-TZVPD" e_homo_ev=-13.9 gap_ev=10.2 charge=+1 e_above_lowest_kj_mol=164.2 e_lumo_ha=-0.1360 mol_weight_da=100.14
C -0.258 -1.812 1.954 0.5381 0.3946 1.0199
C -0.666 -1.674 0.710 0.1429 -0.7844 0.3167
C -1.208 -0.396 0.170 0.6230 0.9118 -0.3435
C -0.246 0.283 -0.855 -0.6869 -0.2025 0.0375
N -0.517 1.766 -0.954 0.2250 -0.2949 -0.3109
C 1.231 0.163 -0.535 -0.1839 -0.3258 0.3355
O 1.904 1.143 -0.373 0.0385 0.1539 -0.0117
H -0.171 -0.994 2.668 -0.3831 0.0868 -0.1857
H 0.087 -2.746 2.369 0.0291 -0.2339 -0.2763
H -0.590 -2.589 0.126 -0.4160 0.3722 -0.4848
H -1.346 0.334 0.979 -0.0918 -0.3517 0.0830
H -2.158 -0.549 -0.339 -0.1439 0.0083 0.0803
H -0.480 -0.150 -1.825 0.3404 -0.0003 -0.2390
H -0.264 2.088 -1.890 -0.2332 0.1585 -0.0154
H -1.489 2.000 -0.748 0.0836 0.0927 -0.0014
H 0.147 2.249 -0.332 -0.0771 -0.0079 0.1590
H 1.594 -0.861 -0.392 0.1953 0.0227 -0.1633



17
Properties=species:S:1:pos:R:3:forces:R:3 method="wB97M-V/def2-TZVPD" e_homo_ev=-15.2 gap_ev=11.9 charge=+1 e_above_lowest_kj_mol=334.6 e_lumo_ha=-0.1221 mol_weight_da=100.14
C -1.019 -0.602 1.640 0.2866 1.7919 1.5908
C 0.306 -0.758 1.082 0.3264 1.1588 0.1724
N 0.223 -0.585 -0.350 -4.0580 0.5862 0.0569
C 1.438 -0.238 -0.880 2.6403 1.0188 -2.2874
C 1.241 1.009 -1.293 0.0197 -1.0140 -0.2458
C -0.237 0.981 -0.882 1.4072 -1.4795 -2.2299
O -1.121 0.883 -1.914 -1.3619 1.6594 0.6436
H -1.614 -0.836 0.841 -2.5836 -0.6057 -1.4317
H -1.250 -1.169 2.506 -0.1051 -0.5035 0.6562
H -1.067 0.454 1.856 -0.9760 0.3055 0.3319
H 0.696 -1.658 1.294 1.4707 -3.6261 0.3556
H 1.039 -0.085 1.452 0.5398 0.9746 0.3013
H -0.424 -1.320 -0.764 1.2706 1.0211 0.0614
H 2.235 -0.932 -0.840 0.9600 -0.3163 -0.0720
H 1.900 1.712 -1.814 -0.5995 -0.1586 0.4133
H -0.456 1.586 -0.065 -0.9342 0.8541 1.4833
H -1.889 1.558 -1.868 1.6969 -1.6665 0.2002



17
Properties=species:S:1:pos:R:3:forces:R:3 method="wB97M-V/def2-TZVPD" e_homo_ev=-13.1 gap_ev=7.9 charge=+1 e_above_lowest_kj_mol=511.5 e_lumo_ha=-0.1912 mol_weight_da=100.14
N -1.395 0.538 2.363 4.1884 5.1393 2.0135
C -0.443 1.219 1.287 -2.3906 0.0140 -0.3451
C 0.412 0.561 0.462 0.3639 -0.0119 -0.1882
C 0.222 0.520 -1.025 0.8649 2.0287 -0.2592
C 0.754 -0.626 -1.897 2.6950 -0.0478 -1.2797
C 1.079 -1.984 -1.218 -4.9217 0.7531 1.9618
O 0.183 -2.421 -0.440 3.5784 0.7035 -2.1292
H -2.320 0.898 2.286 -0.7838 0.9985 -0.3415
H -1.503 -0.388 2.202 0.3865 -4.1299 -0.2510
H -1.009 0.838 3.309 -0.9339 -1.2702 -0.9215
H -0.874 2.205 1.092 -0.6867 -0.7758 -0.8784
H 1.394 0.258 0.753 -0.0417 -2.1147 1.1149
H -0.768 0.300 -1.205 -2.7084 0.8021 0.3180
H 0.480 1.551 -1.414 -0.3052 -1.1683 -0.2752
H 0.024 -0.749 -2.790 1.3236 -0.0275 1.5236
H 1.731 -0.271 -2.297 -0.5994 -0.3836 -0.2994
H 2.034 -2.448 -1.470 -0.0292 -0.5094 0.2367



17
Properties=species:S:1:pos:R:3:forces:R:3 method="wB97M-V/def2-TZVPD" e_homo_ev="-15.2 / -11.9" gap_ev="11.4 / 3.3" charge=+1 e_above_lowest_kj_mol=924.5 e_lumo_ha="-0.1412 / -0.3158" mol_weight_da=100.14
C 1.324 -0.877 -0.249 1.3750 -0.5671 0.4534
C 0.360 -0.015 1.830 -0.5259 1.2586 3.4237
C 1.289 0.304 0.720 -2.3344 0.3379 -0.0695
C 1.949 1.575 0.489 -1.9185 0.5892 0.1828
C -3.027 -2.002 -1.879 -2.4748 -0.5738 -0.6732
N 0.138 -0.191 -0.090 -2.4503 0.0521 -0.6734
O -0.577 -0.717 1.056 0.5434 0.1834 -2.6006
H 1.936 -0.609 -1.084 -0.0463 -0.1088 -0.6852
H 1.387 -1.836 0.185 0.1733 -1.1873 0.0711
H 0.712 -0.754 2.553 0.2682 0.2570 0.5427
H -0.182 0.875 2.353 1.3536 -1.3516 -0.8011
H 1.279 2.414 0.286 -0.5943 -0.3665 -0.2598
H 2.583 1.505 -0.321 2.1041 0.1718 -1.1810
H 2.271 1.840 1.438 1.9881 0.6843 1.5186
H -3.274 -2.820 -2.575 1.4155 0.1031 0.2986
H -4.050 -1.550 -1.774 1.6470 0.5008 0.7168
H -2.123 -1.871 -1.288 -0.5236 0.0167 -0.2636



17
Properties=species:S:1:pos:R:3:forces:R:3 method="wB97M-V/def2-TZVPD" e_homo_ev=-14.4 gap_ev=11.1 charge=+1 e_above_lowest_kj_mol=344.9 e_lumo_ha=-0.1226 mol_weight_da=100.14
C 1.701 -0.810 -1.489 -0.1814 0.3121 0.8042
C 1.132 -0.501 -0.357 -1.4393 0.4223 0.4870
C 1.112 -0.824 1.040 -0.2563 2.4076 0.6226
C -0.050 0.040 0.413 0.0248 -0.3028 -0.7149
N -0.245 1.544 0.711 -0.3881 -1.7731 -1.3254
C -1.546 -0.352 0.125 0.8310 3.5328 -1.3761
O -1.955 0.642 -0.989 0.6885 -2.1139 1.2243
H 1.475 -0.309 -2.380 -0.3578 0.2767 -1.3215
H 2.453 -1.546 -1.418 0.9934 -0.5275 -0.3866
H 0.946 -1.769 1.422 -0.8448 -2.0049 0.4878
H 1.814 -0.314 1.713 -0.2191 0.2289 -0.4027
H -1.110 1.751 0.149 1.2020 0.4775 -0.8294
H 0.549 2.171 0.593 -0.1905 0.0057 0.1533
H -0.661 1.489 1.594 0.0842 0.7835 2.5155
H -2.267 -0.117 0.905 0.3465 -0.0672 0.3633
H -1.724 -1.300 -0.234 0.0139 -2.2181 -0.5728
H -1.624 0.206 -1.799 -0.3070 0.5603 0.2715



18
Properties=species:S:1:pos:R:3:forces:R:3 method="wB97M-V/def2-TZVPD" e_homo_ev=-1.1 gap_ev=4.3 charge=-1 e_above_lowest_kj_mol=494.9 e_lumo_ha=0.1171 mol_weight_da=116.14
O -2.717 0.510 0.806 -1.3367 -1.4083 1.1625
C -2.208 -0.128 -0.060 4.9673 2.9199 -1.0954
O -2.406 -1.468 -0.514 -2.2751 2.6156 1.3997
C -1.301 0.591 -1.072 -0.1755 -0.7483 0.1834
C 0.178 0.253 -0.872 0.2232 -0.7233 0.0451
C 0.780 0.753 0.459 0.6857 0.9298 -0.3753
C 2.441 -0.734 1.140 -0.2133 1.1751 -0.0893
N 2.203 0.569 0.518 -0.5385 -0.9906 0.5649
H -1.681 0.211 -2.027 0.3114 0.3857 -0.2544
H -1.454 1.664 -0.968 -0.1046 -0.0038 -0.0346
H 0.324 -0.836 -0.903 -0.1959 -0.0217 0.0890
H 0.812 0.587 -1.697 -0.2027 0.4655 0.0337
H 0.575 1.839 0.549 -0.2850 -0.0590 -0.1615
H 0.184 0.288 1.275 0.0981 -0.0854 0.1299
H 2.522 -0.699 2.252 0.2635 0.0802 0.1653
H 3.380 -1.150 0.758 -0.1155 -0.4329 0.0682
H 1.574 -1.412 1.021 0.3169 -0.5058 -0.4322
H -3.205 -0.838 -0.665 -1.4234 -3.5925 -1.3990



18
Properties=species:S:1:pos:R:3:forces:R:3 method="wB97M-V/def2-TZVPD" e_homo_ev=-3.8 gap_ev=6.0 charge=-1 e_above_lowest_kj_mol=503.2 e_lumo_ha=0.0798 mol_weight_da=116.14
C 0.559 -0.761 1.026 1.3356 -0.2204 0.1747
C 2.058 -0.942 0.846 0.3711 0.3091 1.1246
C 2.952 0.092 0.767 0.2324 -4.5034 0.9032
C 2.869 1.492 0.998 -2.8028 -0.7260 -3.4184
N -1.464 1.002 -1.298 -0.1825 0.0050 -1.0215
C -2.197 -0.130 -0.863 -0.2248 -0.2950 0.7726
O -2.572 -0.116 0.345 0.2935 0.0253 -0.7009
O -2.369 -1.006 -1.744 -0.0919 0.0584 0.1217
H 0.160 -1.179 1.966 0.0646 -0.4036 -0.6902
H 0.039 -1.084 0.113 -0.2568 -0.0401 0.5250
H 0.418 0.283 1.178 -0.6120 0.9899 -0.2302
H 2.460 -1.967 0.839 -0.1341 0.5544 -0.3932
H 1.809 1.011 -0.514 1.6110 2.5785 1.7399
H 3.943 -0.272 0.524 0.3641 0.1171 0.0213
H -1.011 1.603 -0.649 0.1417 0.1931 0.3545
H 3.829 1.979 0.857 -0.6584 0.7285 -0.0279
H 1.994 1.833 1.532 0.4554 0.5612 0.2741
H -1.119 0.938 -2.248 0.0940 0.0681 0.4706



18
Properties=species:S:1:pos:R:3:forces:R:3 method="wB97M-V/def2-TZVPD" e_homo_ev=-15.4 gap_ev=6.1 charge=+1 e_above_lowest_kj_mol=611.3 e_lumo_ha=-0.3401 mol_weight_da=116.14
O -0.754 1.506 -0.845 -1.8601 -2.6760 0.3281
C -1.474 0.454 -0.596 -2.2297 6.1553 1.7996
C -0.700 -0.759 -0.091 8.2332 -1.1312 3.6677
N -0.123 -0.398 1.261 0.2259 1.7972 -3.2576
C 1.216 0.409 1.143 -2.1528 -2.0122 -0.5190
C 1.715 -0.008 -0.231 -0.6696 0.5884 -2.4984
C 0.636 -0.941 -0.906 -0.7229 0.7362 0.5531
O -2.621 0.598 0.366 2.7698 -2.3038 -2.2323
H -1.905 0.020 -1.502 0.0674 -0.8955 -0.7225
H -1.188 -1.651 0.023 -2.5279 -1.6935 -0.0996
H -0.794 0.019 1.886 -0.3527 -0.2876 0.7532
H -2.723 1.510 0.261 -1.0065 2.8298 0.3940
H 1.790 0.048 1.986 0.4008 -0.1243 0.2191
H 1.104 1.489 1.289 -0.6649 0.0221 -0.0729
H 2.656 -0.546 -0.270 0.1376 0.1619 0.4045
H 1.783 0.855 -0.970 0.2608 -0.7938 1.4436
H 0.428 -0.622 -1.927 0.3583 -0.2913 -0.0788
H 0.954 -1.980 -0.875 -0.2666 -0.0816 -0.0817